DFT (ωB97M-V with the def2-TZVPD basis set) results for a cluster of 2 separate species, CH4NS in total at a distorted geometry.

The geometry in ORCA input format:
```
! wB97M-V def2-TZVPD RIJCOSX def2/J DEFGRID3
* xyz -1 1
S 0.65 -0.62 1.71
H -1.91 1.65 -1.50
H -0.80 0.69 -0.34
H 0.43 0.09 -2.18
C -1.03 0.99 -1.41
H 1.81 -1.05 2.06
N -0.53 0.37 -2.43
*
```

Results
energy above the lowest of the compared OMol25 structures with the same formula, charge and spin	0.585	eV
E	-13426.9601	eV

Mulliken population analysis, charges in e, atoms 1 to 5:
1 S -0.852
2 H 0.225
3 H 0.094
4 H 0.292
5 C -0.152


DFT (ωB97M-V with the def2-TZVPD basis set) results for a structure of composition C12H14IrN2O4STe4.

The geometry in ORCA input format:
```
! wB97M-V def2-TZVPD RIJCOSX def2/J DEFGRID3
* xyz -1 5
O 0.52 -2.06 -0.49
C -0.88 -0.73 4.08
H -1.45 -0.28 -4.88
H 0.56 1.85 -5.80
H -0.06 -0.45 6.57
Ir 1.10 0.73 -1.01
Te 3.04 2.44 -1.30
H 1.39 -1.44 6.37
C -1.89 0.33 -1.31
C 0.43 -0.92 4.52
O -1.91 -2.16 0.04
H -2.81 0.61 -0.79
C 1.05 -1.54 2.27
O -2.36 1.77 -3.13
H 1.44 0.28 5.98
N -0.82 0.05 -0.35
Te 2.81 2.21 2.76
S -0.65 -1.47 0.14
H 2.41 -1.48 3.93
H -2.24 -0.76 2.41
H -0.87 2.12 -4.79
C -1.54 1.49 -2.26
H -2.13 -0.53 -1.94
C 0.37 -0.13 -3.93
Te 4.25 0.24 -0.67
C 1.38 -1.34 3.61
C -0.44 1.50 -5.58
C 0.82 -0.62 5.94
O -0.40 2.06 -2.10
H 1.80 -1.83 1.55
C -0.43 0.04 -5.13
H -1.06 1.60 -6.48
H -1.64 -0.41 4.79
N 1.03 -0.20 -2.99
C -1.22 -0.93 2.76
H -0.04 -0.63 -5.90
Te 0.67 1.91 1.26
C -0.25 -1.32 1.86
*
```

Results
energy above the lowest of the compared OMol25 structures with the same formula, charge and spin	0.000	eV
E	-66689.9485	eV

Mulliken population analysis, charges in e, atoms 1 to 5:
1 O -0.755
2 C -0.797
3 H 0.209
4 H 0.310
5 H 0.350


DFT (ωB97M-V with the def2-TZVPD basis set) results for an isolated molecule of C7H11P at a distorted geometry.

The geometry in ORCA input format:
```
! wB97M-V def2-TZVPD RIJCOSX def2/J DEFGRID3
* xyz 0 1
H 0.42 -2.30 0.91
C -3.32 -0.77 -0.74
C -1.18 0.20 0.58
H -1.08 2.14 -0.58
C 2.47 -0.12 0.85
H 1.25 1.73 -1.14
C 0.52 0.92 -1.13
C 0.07 -1.53 0.14
H -0.48 -1.91 -0.73
P 1.53 -0.63 -0.66
C -0.46 1.39 -0.03
H -4.01 -1.27 -1.35
H 1.88 0.52 1.58
C -2.42 -0.31 -0.04
H 3.41 0.13 0.48
H 0.02 1.98 0.79
H -1.30 0.16 1.70
H 2.60 -0.95 1.42
H 0.06 0.63 -2.05
*
```

Results
energy above the lowest of the compared OMol25 structures with the same formula, charge and spin	2.703	eV
E	-16721.5352	eV

Mulliken population analysis, charges in e, atoms 1 to 5:
1 H 0.357
2 C -0.032
3 C -0.286
4 H 0.399
5 C -1.106


DFT (ωB97M-V with the def2-TZVPD basis set) results for a structure of composition C22H16Cl3F5N3OPdS2.

The geometry in ORCA input format:
```
! wB97M-V def2-TZVPD RIJCOSX def2/J DEFGRID3
* xyz 1 3
C -3.58 3.80 5.64
C -1.17 -4.46 -0.23
S -1.66 -1.83 -0.55
C 2.11 6.12 3.51
H 0.86 3.57 4.23
H 0.30 1.35 -1.93
C 0.65 3.15 5.22
C 1.36 7.10 2.94
C 2.35 4.76 5.70
H 2.94 5.64 3.02
N 0.32 0.89 4.27
C 0.65 6.59 5.22
N -0.43 0.12 2.35
Cl -0.16 6.58 6.74
C 0.78 -3.07 -0.36
C 1.71 5.81 4.85
O 1.41 3.82 6.21
F 1.37 -1.89 -0.51
H 3.13 4.25 5.11
Cl -5.28 4.07 5.79
F -0.91 -6.78 0.06
C -1.29 -0.29 3.36
Cl -0.69 2.44 7.99
H 2.83 5.19 6.58
C 1.58 -4.18 -0.22
C -2.87 3.30 6.73
H 0.91 1.25 6.21
F 2.91 -4.07 -0.23
C -0.84 0.19 4.55
N -0.66 1.26 -1.59
C -1.51 3.09 6.60
H 2.14 1.60 4.99
C -0.61 -3.18 -0.36
C -2.94 4.08 4.45
F 1.78 -6.50 0.06
C -1.57 3.86 4.36
H -3.38 3.09 7.66
H -1.03 2.19 -1.47
H 1.37 1.28 2.46
F -2.48 -4.62 -0.23
C 1.01 -5.44 -0.08
H -1.21 0.10 5.55
Pd -0.71 0.09 0.23
S 0.14 7.66 4.00
H 1.46 7.53 1.96
C -0.83 3.36 5.42
C -0.38 -5.58 -0.08
H -3.50 4.48 3.61
H -1.06 4.11 3.44
H -2.15 -0.90 3.16
C 0.51 0.83 2.94
H -1.19 0.82 -2.34
C 1.08 1.69 5.23
*
```

Results
E	-105889.4266	eV

Mulliken population analysis, charges in e, atoms 1 to 5:
1 C 0.287
2 C 0.363
3 S -0.165
4 C -0.679
5 H 0.385


DFT (ωB97M-V with the def2-TZVPD basis set) results for an isolated molecule of C4H8O2.

The geometry in ORCA input format:
```
! wB97M-V def2-TZVPD RIJCOSX def2/J DEFGRID3
* xyz 0 1
H 0.11 1.75 0.95
H -1.09 1.99 -0.33
H -1.32 -1.79 0.17
C 2.01 -0.88 0.13
C -0.18 -0.02 -0.23
H 0.10 -0.31 -1.25
O 2.22 -1.11 -1.03
O 0.85 -0.49 0.67
C -1.48 -0.71 0.14
H 0.64 1.93 -0.73
H -1.86 -0.38 1.12
C -0.14 1.50 -0.08
H -2.25 -0.51 -0.62
H 2.77 -0.94 0.93
*
```

Results
energy above the lowest of the compared OMol25 structures with the same formula, charge and spin	0.543	eV
SMILES	CC(C)OC=O
E	-8372.7390	eV

Mulliken population analysis, charges in e, atoms 1 to 5:
1 H 0.332
2 H 0.352
3 H 0.347
4 C 0.154
5 C 0.635


DFT (ωB97M-V with the def2-TZVPD basis set) results for a cluster of 2 separate species, HI2P in total at a distorted geometry.

The geometry in ORCA input format:
```
! wB97M-V def2-TZVPD RIJCOSX def2/J DEFGRID3
* xyz 0 1
I 2.64 0.17 -0.81
P -0.25 -0.67 0.68
I -1.62 -0.05 -1.17
H -0.78 0.55 1.30
*
```

Results
energy above the lowest of the compared OMol25 structures with the same formula, charge and spin	1.819	eV
E	-25505.1171	eV

Just the Mulliken charges please, in e? Sure, here they are:
1 I -0.126
2 P -0.091
3 I 0.092
4 H 0.125


Copy entry 1 word for word.
DFT (ωB97M-V with the def2-TZVPD basis set) results for a cluster of 2 separate species, CH4NS in total at a distorted geometry.

The geometry in ORCA input format:
```
! wB97M-V def2-TZVPD RIJCOSX def2/J DEFGRID3
* xyz -1 1
S 0.65 -0.62 1.71
H -1.91 1.65 -1.50
H -0.80 0.69 -0.34
H 0.43 0.09 -2.18
C -1.03 0.99 -1.41
H 1.81 -1.05 2.06
N -0.53 0.37 -2.43
*
```

Results
energy above the lowest of the compared OMol25 structures with the same formula, charge and spin	0.585	eV
E	-13426.9601	eV

Mulliken population analysis, charges in e, atoms 1 to 5:
1 S -0.852
2 H 0.225
3 H 0.094
4 H 0.292
5 C -0.152